[1]
Entry from the OMol25 dataset: a cluster of 9 separate species, C21H34Br16ClF3N2 in total (the ωB97M-V functional and the def2-TZVPD basis).

Structure (SMILES): N#C[C@@H](Cl)[C@@H](C#N)C(F)(F)F.BrCCBr.BrCCBr.BrCCBr.BrCCBr.BrCCBr.BrCCBr.BrCCBr.BrCCBr
Spin multiplicity: 1

Last column: Löwdin charge in e.
Element x y z (Å)
N: 5.91206 -4.82090 3.99282  0.1601
C: 5.85417 -4.61968 2.81575  -0.2017
C: 5.59526 -4.00102 1.37508  -0.5389
Cl: 4.63320 -5.29934 0.45536  0.5650
C: 4.64784 -2.71588 1.42775  -0.1962
C: 3.58775 -2.83060 2.60789  -0.1196
N: 2.72776 -2.82062 3.44487  0.1880
C: 5.41682 -1.32155 1.57851  -0.3926
F: 6.42261 -1.21986 0.59200  0.0774
F: 6.03024 -1.14795 2.82978  0.1052
F: 4.45670 -0.29229 1.35422  0.0665
H: 6.55376 -3.86884 0.78352  0.1166
H: 4.06802 -2.67656 0.45195  0.0978
Br: 2.43466 2.74276 2.37925  0.6153
C: 1.42143 1.61641 3.58686  -0.6958
C: 1.37419 0.19977 3.08177  -0.6821
Br: 0.10572 0.01228 1.61609  0.6547
H: 0.43745 2.07127 3.70120  0.0099
H: 1.95250 1.66792 4.53958  0.0629
H: 1.00882 -0.47222 3.86051  0.0520
H: 2.33512 -0.16130 2.71912  0.0119
Br: -2.67070 5.25005 -1.44181  0.6170
C: -1.39966 3.81372 -1.08716  -0.7002
C: -1.82108 2.99190 0.10551  -0.6801
Br: -1.44474 3.92779 1.77348  0.5903
H: -0.42138 4.27720 -0.96747  0.0036
H: -1.39991 3.20431 -1.99302  0.0464
H: -1.24128 2.06899 0.15919  0.0041
H: -2.88332 2.74863 0.10929  0.0344
Br: -7.19068 3.80952 -4.17663  0.6016
C: -7.28660 3.01828 -2.39792  -0.6951
C: -5.94725 3.06284 -1.70527  -0.6931
Br: -4.74584 1.69484 -2.39981  0.6018
H: -7.67596 2.00828 -2.51969  0.0498
H: -8.01778 3.62258 -1.85778  0.0572
H: -6.05727 2.83294 -0.64390  0.0616
H: -5.43656 4.01928 -1.81428  0.0090
Br: 0.53547 4.14632 -4.62006  0.6138
C: 1.51424 5.43532 -3.53404  -0.6877
C: 2.80722 4.85042 -3.02078  -0.6848
Br: 2.48917 3.63041 -1.53525  0.6184
H: 0.84135 5.75807 -2.74014  0.0445
H: 1.71187 6.27632 -4.20123  0.0586
H: 3.44729 5.63485 -2.61339  0.0582
H: 3.35917 4.29362 -3.77740  0.0515
Br: -3.78317 -1.78759 0.65222  0.5796
C: -3.87775 -2.58487 2.42892  -0.6906
C: -2.53820 -2.53719 3.12202  -0.7297
Br: -1.33092 -3.90000 2.42395  0.5918
H: -4.26386 -3.59575 2.30417  0.0506
H: -4.61159 -1.98465 2.97034  0.0508
H: -2.64747 -2.77019 4.18302  0.0563
H: -2.03172 -1.57820 3.01492  -0.0338
Br: -3.72100 -0.23429 7.10339  0.6102
C: -2.07515 0.37716 6.25746  -0.6942
C: -2.31570 1.60289 5.41123  -0.6681
Br: -3.17341 1.13990 3.72494  0.6201
H: -1.67592 -0.46500 5.69298  0.0412
H: -1.40032 0.60792 7.08399  0.0600
H: -1.36808 2.06653 5.13084  0.0406
H: -2.94832 2.34540 5.89659  0.0567
Br: -4.19071 0.19254 -6.44798  0.5973
C: -4.27409 -1.70600 -6.01545  -0.6973
C: -4.48237 -1.92196 -4.53718  -0.6921
Br: -2.83500 -1.62585 -3.53966  0.5844
H: -3.35819 -2.15907 -6.39268  0.0493
H: -5.12461 -2.08910 -6.58246  0.0565
H: -4.75395 -2.95968 -4.33605  0.0581
H: -5.23716 -1.26358 -4.10736  0.0396
Br: 8.12461 -3.37028 -4.03698  0.6103
C: 6.94014 -4.79707 -3.43780  -0.6964
C: 5.49104 -4.40482 -3.58516  -0.6673
Br: 4.94468 -3.17235 -2.17769  0.6545
H: 7.22071 -5.03386 -2.41226  0.0474
H: 7.17382 -5.64824 -4.07990  0.0601
H: 4.84455 -5.27620 -3.46705  0.0617
H: 5.26985 -3.91989 -4.53533  0.0551

***

[2]
Entry from the OMol25 dataset: the ion C21H34ClN2OP2S with charge +1 (the ωB97M-V functional and the def2-TZVPD basis).

Structure (SMILES): CCCCCCCCc1c(CCCCN)c(P(O)Cl)cc2cc[n+]([PH2]=S)cc12
Spin multiplicity: 1
Total charge: +1

Last column: Löwdin charge in e.
Element x y z (Å)
C: -4.31404 1.71185 2.40256  -0.1556
C: -3.49122 0.50395 1.61003  -0.2722
C: -4.44366 0.04885 0.35570  -0.2300
C: -3.74188 0.15116 -1.12378  -0.2193
C: -3.27884 1.68104 -1.55185  -0.2041
C: -1.93137 1.49277 -2.50526  -0.1926
C: -0.68169 2.15636 -1.67638  -0.2193
C: 0.74604 1.35599 -1.81857  -0.1740
C: 1.23160 0.65789 -0.38338  -0.0179
C: 1.31769 -0.99517 -0.16384  -0.0520
C: 0.88492 -2.06785 -1.32507  -0.1978
C: 2.12671 -2.85578 -2.04707  -0.1804
C: 1.52499 -4.32826 -2.52936  -0.1843
C: 2.34066 -5.61128 -1.90629  -0.2733
N: 1.49382 -6.51373 -1.01180  -0.0687
C: 1.87856 -1.46454 1.33112  -0.2667
P: 2.13220 -3.32688 1.83226  0.6711
O: 3.50654 -4.00213 0.93201  -0.4053
Cl: 0.34335 -4.45851 1.37505  0.1588
C: 2.29297 -0.37353 2.52922  -0.0094
C: 2.15720 1.25210 2.31447  -0.0817
C: 2.51830 2.33983 3.49312  0.0490
C: 2.30271 3.92938 3.14939  -0.0336
N: 1.81741 4.39097 1.76055  -0.3055
P: 1.62481 6.16408 1.56091  0.3914
S: 0.70990 6.83602 3.18752  0.1439
C: 1.49480 3.39677 0.62505  0.0756
C: 1.62512 1.74776 0.81929  -0.0084
H: -3.81693 1.97872 3.45378  0.0828
H: -5.42562 1.30037 2.53073  0.0890
H: -4.30244 2.64756 1.67111  0.0768
H: -2.40503 0.84821 1.30372  0.0918
H: -3.35339 -0.37669 2.38265  0.1051
H: -4.70986 -1.09915 0.53255  0.1208
H: -5.40984 0.73394 0.35763  0.1148
H: -4.49328 -0.20267 -1.97559  0.1261
H: -2.75316 -0.50000 -1.09335  0.1045
H: -3.06924 2.25198 -0.55015  0.0863
H: -4.13742 2.29193 -2.10243  0.1235
H: -2.12196 2.17757 -3.45785  0.1205
H: -1.73873 0.37767 -2.82006  0.1085
H: -0.88940 2.24752 -0.50441  0.1009
H: -0.52771 3.26113 -2.08980  0.1178
H: 0.80698 0.61727 -2.73088  0.1158
H: 1.56934 2.19321 -2.03375  0.1143
H: 0.03346 -2.78899 -0.90232  0.0944
H: 0.34249 -1.44013 -2.18180  0.1095
H: 2.41518 -2.29315 -3.05399  0.1202
H: 3.10812 -2.93237 -1.41492  0.1034
H: 1.59597 -4.43810 -3.71545  0.1178
H: 0.36002 -4.43672 -2.29215  0.1115
H: 2.69920 -6.30347 -2.81021  0.1181
H: 3.31053 -5.27462 -1.34111  0.0963
H: 1.83059 -6.44291 -0.02040  0.0190
H: 0.48152 -6.20188 -1.00488  0.0465
H: 3.49671 -5.00356 1.00737  0.0572
H: 2.68381 -0.76698 3.57425  0.1058
H: 2.88582 1.90685 4.53554  0.1296
H: 2.52162 4.72713 3.97823  0.1013
H: 2.92938 6.77076 1.49148  0.0045
H: 0.76514 6.45992 0.42720  0.0096
H: 1.13055 3.89049 -0.38636  0.1179

***

Number 1: calculated total energy -1166662.66066 eV, strongest force on any atom 5.80 eV/A, E_HOMO -9.742 eV. Number 2: calculated total energy -69267.02127 eV, strongest force on any atom 5.10 eV/A, E_HOMO -11.003 eV.